This record from the Open Molecules 2025 dataset describes C3H3ClFO3Pd2 as an isolated structure in a non-equilibrium geometry. The level of theory is ωB97M-V/def2-TZVPD.

Structure (XYZ):
```
13
Properties=species:S:1:pos:R:3:forces:R:3
Pd -2.6091 2.8157 2.3394 -0.5 0.1 0.1
Pd -4.7403 -0.8760 -0.1248 -0.4 0.2 0.1
Cl -3.2007 0.9817 0.6659 0.0 0.0 0.0
C 0.3194 -0.5022 0.2867 1.2 -0.7 0.8
C 0.7402 -0.6607 -1.1698 -1.9 0.9 1.5
O 2.0740 -0.1076 -1.2161 1.3 -0.1 1.0
C 2.4321 0.3081 0.0054 -6.4 -2.9 -1.5
O 3.5070 0.7358 0.3647 3.0 1.2 0.5
O 1.4281 0.1768 0.8974 2.4 0.4 0.0
F -0.0885 0.1477 -1.8152 -0.4 1.2 -1.7
H 0.1665 -1.5030 0.6906 0.3 0.1 0.7
H -0.5060 0.1515 0.5687 -0.3 -0.2 -0.8
H 0.4772 -1.6679 -1.4928 1.7 -0.2 -0.7
```
Forces are in eV/Å.

Its spin multiplicity is 6. Its lowest unoccupied orbital energy (spin up / spin down) is -0.6839 / -0.8228 Eh. Its charge is +4. For the frontier orbital gap (spin up / spin down), the calculation gives 7.08 / 3.16 eV.